A 12-piece molecular cluster, C16H56N8O12 overall, computed with ωB97M-V/def2-TZVPD.

Geometry (Å):
O: 4.3381 -0.9097 -1.6173
H: 4.2486 -1.8319 -1.8818
H: 5.2304 -0.6673 -1.8875
O: 0.4120 3.0128 -2.7787
H: 0.2842 2.2301 -2.2283
H: 0.6532 2.6570 -3.6353
O: -3.5270 0.2692 -1.7568
H: -3.0605 1.0897 -1.9665
H: -4.4612 0.5124 -1.7660
O: 4.3605 -2.6272 0.9408
H: 4.2805 -2.7579 -0.0054
H: 4.5518 -1.6875 1.0378
C: -3.4722 -0.6894 1.7175
O: -3.3800 -0.9724 2.9037
N: -3.3784 -1.6786 0.7669
N: -3.9243 0.4578 1.1333
H: -3.2036 -2.5976 1.1262
H: -3.4229 -1.4320 -0.2056
H: -3.9975 0.4931 0.1277
H: -4.0256 1.2896 1.6929
C: 0.1001 -2.9504 2.9434
O: 0.1930 -1.7459 2.6683
N: 0.9422 -3.8357 2.3368
N: -0.7423 -3.4837 3.8503
H: 1.6273 -3.4272 1.7275
H: 0.9419 -4.7704 2.6996
H: -1.5851 -2.9968 4.1065
H: -0.5809 -4.4491 4.0648
C: -2.2710 2.3122 4.2030
O: -3.2453 2.4989 3.4781
N: -2.2370 2.6427 5.4974
N: -1.1557 1.6631 3.7349
H: -3.0869 2.9892 5.9044
H: -1.4628 2.3958 6.0851
H: -1.3021 1.3997 2.7755
H: -0.5649 1.2012 4.4096
C: 0.6858 -0.3474 -0.5217
O: 0.5869 0.1048 -1.6631
N: -0.2562 -0.2042 0.4250
N: 1.7759 -1.0693 -0.1245
H: -1.1492 0.1305 0.1069
H: -0.1624 -0.6447 1.3341
H: 1.8492 -1.3758 0.8286
H: 2.5537 -1.0703 -0.7648
C: 0.4536 -2.6910 -3.5846
C: 0.6383 -4.1533 -3.0661
C: -0.5143 -5.0037 -3.6200
O: 1.8063 -4.5937 -3.7668
H: -0.4431 -2.1547 -3.2674
H: 0.3490 -2.6797 -4.6733
H: 1.3555 -2.1052 -3.4049
H: 0.7310 -4.1151 -1.9807
H: -0.2419 -6.0576 -3.6329
H: -0.8788 -4.6144 -4.5677
H: -1.3859 -4.9337 -2.9601
H: 2.5206 -4.6373 -3.1250
C: 0.1516 0.5547 -5.5536
C: -1.2721 1.0575 -5.7078
C: -2.3021 0.3015 -4.8972
O: -1.3035 2.3810 -5.1287
H: 0.5196 0.4913 -4.5300
H: 0.8495 1.1049 -6.1957
H: 0.3032 -0.4253 -6.0242
H: -1.4855 1.2584 -6.7620
H: -1.9207 0.0344 -3.9134
H: -2.6715 -0.5959 -5.3996
H: -3.2063 0.9015 -4.7832
H: -0.5255 2.8674 -5.4150
C: 2.4538 1.9443 4.5159
C: 2.3078 0.5780 3.8844
C: 3.6465 -0.1926 3.9902
O: 1.2699 -0.1330 4.5601
H: 3.4016 2.3820 4.2018
H: 2.4819 1.8568 5.6020
H: 1.6039 2.5646 4.2294
H: 2.0294 0.4805 2.8300
H: 4.3625 0.1356 3.2346
H: 3.4946 -1.2613 3.8209
H: 4.0430 -0.0895 5.0012
H: 0.6876 -0.6598 3.9952
C: -1.2615 3.3211 0.4242
C: -0.3184 4.4060 0.9271
C: 0.8592 4.6059 -0.1078
O: -1.0725 5.6214 0.9149
H: -0.6949 2.3827 0.4446
H: -1.6748 3.4864 -0.5718
H: -2.1480 3.1205 1.0322
H: 0.1646 4.0703 1.8469
H: 1.4443 5.4552 0.2417
H: 0.4724 4.6383 -1.1274
H: 1.4956 3.7195 -0.1760
H: -0.5359 6.2484 0.4227

**LUMO level**: -0.354 eV
**SMILES**: NC(N)=O.NC(N)=O.NC(N)=O.NC(N)=O.CC(C)O.CC(C)O.CC(C)O.CC(C)O.O.O.O.O
**Orbital gap**: 8.9526 eV
**Total charge**: 0
**DFT total energy**: -53994.706 eV
**HOMO level**: -9.3 eV
**ΔE to the lowest compared entry with this formula, charge and spin**: 0.0 kJ/mol